Molecular formula: C3H7N3
Method: DFT, wB97M-V/def2-TZVPD

Geometry as XYZ:
```
13
Properties=species:S:1:pos:R:3:forces:R:3
N 0.58192 -0.97404 -0.23805 -0.3611 -1.3262 0.0592
N 0.64507 1.08026 0.39169 -0.0208 0.1187 0.1276
N 1.96651 0.68301 0.27814 0.0366 -0.7100 -0.1738
C -0.22752 0.13775 -0.06951 -1.1578 0.1664 -2.2734
C 1.87497 -0.55907 -0.08180 0.2528 0.8860 -0.5772
C -1.61428 0.08184 0.48594 0.0194 0.1597 0.1723
H -0.76267 0.01380 -1.80286 0.3014 0.8891 1.4341
H -2.10375 -0.82326 0.14203 -0.0044 -0.0590 0.0449
H -1.57329 0.12287 1.58193 -0.0804 -0.1175 -0.0528
H 0.44859 2.05564 0.54886 0.0171 -0.2310 -0.0572
H 2.72206 -1.16586 -0.34790 0.0677 -0.0725 0.2252
H -2.19356 0.92272 0.11186 0.0244 0.0281 0.0403
H 0.23594 -1.57566 -1.00033 0.9050 0.2683 1.0308
```
Forces are in eV/Å.

Computed properties:
Orbital gap   8.08 eV
Energy above the lowest of the compared OMol25 structures with the same formula, charge and spin   3.313 eV
HOMO level   -7.076 eV
Lowest unoccupied orbital energy   1.0 eV
Total energy   -282.65250 Ha